{"formula": "C27H29Br63F2O3", "method": "the ωB97M-V functional and the def2-TZVPD basis", "elements": ["C", "C", "F", "C", "O", "C", "O", "O", "C", "C", "F", "H", "H", "H", "H", "H", "H", "H", "H", "C", "Br", "Br", "Br", "H", "C", "Br", "Br", "Br", "H", "C", "Br", "Br", "Br", "H", "C", "Br", "Br", "Br", "H", "C", "Br", "Br", "Br", "H", "C", "Br", "Br", "Br", "H", "C", "Br", "Br", "Br", "H", "C", "Br", "Br", "Br", "H", "C", "Br", "Br", "Br", "H", "C", "Br", "Br", "Br", "H", "C", "Br", "Br", "Br", "H", "C", "Br", "Br", "Br", "H", "C", "Br", "Br", "Br", "H", "C", "Br", "Br", "Br", "H", "C", "Br", "Br", "Br", "H", "C", "Br", "Br", "Br", "H", "C", "Br", "Br", "Br", "H", "C", "Br", "Br", "Br", "H", "C", "Br", "Br", "Br", "H", "C", "Br", "Br", "Br", "H", "C", "Br", "Br", "Br", "H"], "xyz": [[5.5511, 4.2323, 0.6608], [4.4604, 3.3597, -0.0203], [5.1600, 2.2808, -0.5820], [3.4366, 2.7598, 1.0038], [3.5830, 1.3333, 0.9174], [2.3280, 0.8499, 1.0768], [2.0185, -0.0676, 1.7390], [1.4642, 1.7027, 0.3135], [1.9158, 3.0126, 0.8082], [1.4226, 4.2546, 0.0951], [1.4659, 3.0299, 2.1370], [5.6687, 5.2093, 0.1723], [6.5114, 3.6804, 0.6407], [5.2734, 4.4244, 1.7105], [4.0049, 3.8804, -0.8734], [3.6937, 3.0966, 2.0159], [2.0860, 5.0943, 0.3598], [1.4192, 4.1594, -0.9993], [0.4173, 4.4659, 0.4792], [-2.3680, 1.9817, 1.2829], [-0.4329, 1.8772, 0.9833], [-2.8109, 2.1996, 3.1600], [-3.1998, 3.3512, 0.1984], [-2.7689, 1.0253, 0.9660], [1.2072, -2.2570, 4.5416], [2.1692, -3.7137, 5.3640], [-0.7014, -2.4664, 4.7123], [1.8004, -0.5420, 5.2017], [1.4353, -2.2861, 3.4811], [-3.0845, -5.5364, 6.6537], [-1.1785, -5.7518, 6.4629], [-3.5844, -5.1923, 8.4834], [-3.7888, -4.1893, 5.4596], [-3.5388, -6.4764, 6.3713], [-2.3269, 7.2685, -0.0142], [-0.4188, 7.3038, -0.2986], [-3.2410, 6.3957, -1.4757], [-2.7836, 6.4769, 1.6776], [-2.6625, 8.2968, 0.0100], [0.0601, 7.1465, -4.7843], [1.3692, 8.4494, -4.2275], [0.0226, 5.6236, -3.6050], [-1.6880, 7.9312, -4.9939], [0.3648, 6.7859, -5.7585], [-3.8599, -2.6400, 1.2610], [-3.9835, -3.6351, -0.3872], [-2.5642, -1.2265, 1.1178], [-5.5762, -1.9851, 1.8404], [-3.5056, -3.3232, 2.0226], [-3.1533, 9.8492, 4.4468], [-1.6721, 9.6209, 3.2298], [-4.1356, 8.2071, 4.7077], [-2.5821, 10.6142, 6.1223], [-3.8351, 10.5543, 3.9914], [2.3604, -4.9921, 1.4154], [3.9885, -5.9587, 1.7894], [2.6296, -3.0852, 1.5539], [1.5931, -5.4938, -0.2834], [1.6419, -5.2719, 2.1754], [-0.0480, 0.0985, 7.7210], [-1.3647, 1.2085, 6.8569], [1.0738, 1.1247, 8.9107], [-0.8540, -1.4086, 8.6136], [0.5915, -0.2987, 6.9437], [-9.4460, -0.1473, 1.1391], [-8.5384, 0.3503, -0.4886], [-9.8479, -2.0323, 1.1845], [-8.4639, 0.4101, 2.7023], [-10.3901, 0.3802, 1.1510], [-2.0268, -4.0594, -3.9342], [-0.9554, -5.4834, -3.1948], [-3.9155, -4.4231, -3.7316], [-1.5295, -2.3450, -3.2089], [-1.8277, -4.0244, -4.9965], [9.5857, 3.2826, 1.7966], [9.3424, 2.8102, -0.0547], [10.3517, 5.0410, 1.9941], [7.9487, 3.0971, 2.8014], [10.2954, 2.5784, 2.2126], [-4.1290, 1.2431, -4.4726], [-2.6193, 0.9893, -5.6513], [-5.0612, -0.4130, -4.1366], [-3.6166, 2.1178, -2.8305], [-4.8213, 1.8995, -4.9823], [3.2162, -8.7030, -1.6592], [5.1250, -8.6187, -1.9131], [2.3450, -9.6868, -3.0715], [2.7557, -9.3973, 0.0781], [2.8453, -7.6876, -1.7043], [-3.3802, -8.7158, -2.5749], [-3.9329, -7.1303, -1.6304], [-2.9357, -10.1544, -1.3674], [-4.6875, -9.2585, -3.8853], [-2.4759, -8.4636, -3.1141], [1.3816, -13.3335, -1.8498], [3.2898, -13.2704, -2.1090], [0.5020, -14.3272, -3.2496], [0.9191, -13.9986, -0.0996], [1.0206, -12.3142, -1.9080], [-12.2478, -4.6640, -1.3347], [-13.4899, -3.7217, -0.1989], [-11.2848, -3.4603, -2.4915], [-11.0502, -5.7794, -0.3133], [-12.8302, -5.3184, -1.9687], [2.1501, 5.0929, -8.3627], [0.7146, 6.3852, -8.4012], [3.8638, 5.9355, -8.0990], [1.8286, 3.7005, -7.0648], [2.1761, 4.6201, -9.3373], [12.5923, -0.0999, 0.1330], [12.3585, -0.5772, -1.7199], [13.3268, 1.6736, 0.3302], [10.9570, -0.3042, 1.1333], [13.3107, -0.7910, 0.5522], [-0.0873, 5.0571, 6.7190], [-0.0851, 4.0515, 5.0712], [1.6982, 5.5462, 7.2644], [-1.2531, 6.5898, 6.5986], [-0.4882, 4.4099, 7.4893], [1.0081, 1.7484, -11.0707], [-0.4132, 3.0514, -11.0966], [2.7290, 2.5846, -10.8203], [0.6916, 0.3652, -9.7665], [1.0245, 1.2731, -12.0421]], "forces_ev_per_angstrom": [[-0.59, 0.05, 0.06], [1.08, 0.04, 0.12], [-0.37, 0.24, -0.17], [0.98, 0.39, -1.26], [-1.18, 0.17, 1.07], [1.04, 0.38, -0.75], [-0.55, -0.41, -0.46], [5.03, 0.63, 0.20], [1.29, -0.48, 0.43], [0.06, -0.24, 0.11], [0.90, 0.87, -0.08], [0.03, -0.35, 0.04], [-0.76, 0.42, -0.10], [0.27, -0.01, -0.34], [-0.21, -0.14, 0.38], [-0.10, -0.20, -0.23], [-0.20, -0.32, 0.01], [-0.05, -0.15, 0.37], [0.30, 0.04, -0.35], [0.15, 0.05, 0.20], [-7.35, -0.86, 0.50], [-0.04, -0.03, -0.19], [0.17, -0.28, 0.19], [-0.25, 0.60, 0.10], [-0.19, 0.05, -0.08], [-0.09, 0.11, -0.06], [0.20, 0.11, 0.01], [0.62, -0.23, -0.84], [-0.06, 0.11, 0.32], [0.05, -0.05, 0.00], [-0.15, 0.02, 0.05], [0.06, 0.03, -0.14], [0.00, -0.05, 0.09], [0.00, 0.06, 0.00], [-0.11, -0.11, 0.09], [-0.11, 0.14, 0.08], [0.04, 0.18, 0.00], [0.10, 0.16, -0.05], [0.03, -0.04, -0.03], [0.05, -0.02, 0.01], [-0.10, -0.08, -0.01], [-0.02, -0.02, -0.14], [0.13, -0.05, 0.03], [-0.02, 0.03, 0.08], [-0.05, -0.19, 0.08], [-0.03, 0.15, 0.12], [0.09, -0.64, 0.01], [0.08, 0.01, -0.05], [0.01, 0.04, -0.03], [-0.01, -0.02, -0.04], [-0.07, 0.09, 0.16], [0.08, 0.17, 0.05], [-0.02, -0.11, -0.11], [0.04, -0.03, 0.02], [0.12, -0.06, 0.15], [-0.15, 0.09, -0.08], [0.08, -0.28, -0.45], [0.02, 0.16, 0.08], [0.04, 0.03, -0.02], [-0.35, 0.01, 0.41], [0.03, -0.18, 0.12], [-0.07, -0.03, -0.11], [0.02, 0.07, -0.01], [-0.37, 0.13, 0.50], [-0.02, -0.01, -0.04], [-0.01, -0.07, 0.12], [0.06, 0.08, -0.01], [-0.01, -0.05, -0.10], [0.04, -0.02, 0.01], [-0.11, 0.15, 0.01], [0.03, 0.03, -0.05], [0.20, 0.30, -0.34], [-0.06, -0.16, -0.02], [0.00, -0.05, 0.05], [0.10, -0.04, -0.02], [-0.08, 0.16, 0.05], [-0.09, -0.11, -0.03], [0.34, -0.09, 0.20], [-0.03, 0.02, -0.03], [0.00, 0.06, 0.02], [-0.08, 0.00, 0.08], [0.10, 0.09, 0.00], [-0.04, -0.22, -0.20], [0.04, -0.05, -0.01], [0.02, 0.03, 0.08], [-0.15, -0.05, 0.01], [0.01, 0.09, 0.02], [0.01, -0.04, -0.14], [0.03, -0.04, 0.03], [0.02, 0.05, 0.01], [-0.05, -0.47, 0.24], [-0.03, 0.09, -0.08], [0.08, 0.04, 0.11], [-0.04, 0.00, 0.02], [0.01, 0.07, 0.00], [-0.11, -0.10, 0.05], [0.07, 0.05, 0.10], [0.04, 0.03, -0.13], [0.03, -0.03, 0.01], [0.00, 0.02, -0.01], [0.11, -0.06, -0.06], [-0.05, -0.06, 0.09], [-0.06, 0.12, -0.04], [0.03, 0.02, 0.04], [0.00, -0.03, 0.04], [0.09, -0.09, -0.02], [-0.14, -0.05, 0.01], [-0.01, 0.20, -0.13], [-0.06, 0.10, 0.15], [0.02, 0.03, -0.02], [-0.01, 0.07, 0.14], [-0.09, -0.10, -0.01], [0.10, -0.09, 0.00], [-0.03, 0.03, -0.01], [-0.02, -0.08, -0.07], [0.09, 0.27, 0.04], [-0.12, -0.02, -0.05], [0.11, -0.09, 0.00], [0.04, -0.01, -0.05], [-0.09, -0.04, 0.03], [0.13, -0.06, 0.07], [0.00, -0.18, -0.12], [0.03, 0.14, -0.07], [0.02, 0.03, 0.04]], "mulliken_charge": [-0.908, 0.393, -0.369, -0.180, -0.479, 0.544, -0.440, -0.396, 0.963, -1.557, -0.259, 0.297, -0.103, 0.409, 0.377, 0.355, 0.441, 0.328, 0.336, 0.241, 0.566, -0.042, -0.092, -0.437, 0.683, -0.063, 0.198, -0.127, -0.664, -0.342, -0.035, -0.024, -0.033, 0.350, -0.382, -0.030, -0.085, 0.108, 0.388, 0.525, -0.035, 0.093, -0.019, -0.498, -0.461, 0.150, 0.104, 0.056, 0.237, -0.352, -0.030, -0.069, -0.029, 0.397, -0.338, -0.040, 0.052, 0.079, 0.306, 1.019, 0.031, -0.058, -0.028, -0.946, -0.381, 0.011, 0.049, -0.038, 0.355, -0.391, -0.003, -0.084, 0.044, 0.396, -0.256, 0.006, -0.014, 0.002, 0.267, -0.427, -0.034, -0.027, 0.148, 0.344, 0.045, -0.015, -0.052, 0.026, -0.011, -0.279, 0.072, -0.028, -0.020, 0.247, -0.107, -0.002, -0.019, -0.013, 0.129, -0.349, -0.010, 0.012, -0.009, 0.343, 0.085, -0.050, -0.011, 0.066, -0.131, -0.301, 0.001, -0.021, -0.023, 0.341, -0.390, 0.164, -0.049, 0.012, 0.294, -0.309, -0.005, -0.028, 0.015, 0.337], "energy_ha": -163634.22812, "largest_force_ev_per_a": 7.42, "gap_ev": 8.996, "e_above_lowest_ev": 0.000, "molar_mass_g_mol": 5473.47}